Here is a 2-piece molecular cluster, C10H16O overall from the Open Molecules 2025 dataset. Energies are from ωB97M-V/def2-TZVPD.

Each atom is followed by the atoms it is bonded to, with distances in Å.
Element x y z (Å)
1 C -1.15 1.66 1.87  C2 1.540, C3 1.485, H10 1.118, H11 1.031
2 C -1.11 3.16 1.50  C1 1.540, H12 1.165, H18 1.070, H19 1.088
3 C 0.18 1.19 1.40  C1 1.485, C4 1.487, C5 1.360
4 C 1.26 1.05 2.41  C3 1.487, C6 1.369, H13 1.135
5 C 0.30 0.62 0.18  C3 1.360, C7 1.446, H14 1.104
6 C 2.40 0.38 2.04  C4 1.369, C8 1.412, H15 1.116
7 C 1.55 0.00 -0.20  C5 1.446, C8 1.337, H16 1.113
8 C 2.53 -0.06 0.71  C6 1.412, C7 1.337, O9 1.341
9 O 3.82 -0.44 0.64  C8 1.341, H17 0.982
10 H -1.23 1.55 2.98  C1 1.118
11 H -2.02 1.14 1.68  C1 1.031
12 H -1.06 3.22 0.34  C2 1.165
13 H 1.24 1.30 3.51  C4 1.135
14 H -0.43 0.44 -0.64  C5 1.104
15 H 3.13 -0.04 2.78  C6 1.116
16 H 1.40 -0.34 -1.25  C7 1.113
17 H 4.16 -0.83 -0.19  O9 0.982
18 H -0.31 3.77 1.86  C2 1.070
19 H -1.95 3.80 1.76  C2 1.088
20 C -1.84 -2.27 -3.49  C21 1.531, H22 1.079, H23 1.160, H24 1.099
21 C -1.31 -3.16 -2.37  C20 1.531, H25 1.083, H26 1.206, H27 1.099
22 H -1.78 -2.64 -4.50  C20 1.079
23 H -2.95 -1.98 -3.26  C20 1.160
24 H -1.29 -1.32 -3.53  C20 1.099
25 H -0.23 -3.14 -2.41  C21 1.083
26 H -1.65 -4.32 -2.39  C21 1.206
27 H -1.67 -2.75 -1.42  C21 1.099

## Properties
frontier orbital gap = 9.0 eV
E_HOMO = -8.23 eV
energy above the lowest of the compared OMol25 structures with the same formula, charge and spin = 68.4 kcal/mol
SMILES string = CCc1ccc(O)cc1.CC
total charge = 0

Here is a 2-piece molecular cluster, C10H16O overall from the Open Molecules 2025 dataset. Energies are from ωB97M-V/def2-TZVPD.

Each atom is followed by the atoms it is bonded to, with distances in Å.
Element x y z (Å)
1 C -2.70 -0.83 2.74  C2 1.535, H3 1.069, H4 1.158, H5 1.116
2 C -3.54 0.04 3.69  C1 1.535, H6 1.124, H7 1.089, H8 1.072
3 H -3.30 -1.52 2.19  C1 1.069
4 H -2.18 -0.21 1.92  C1 1.158
5 H -2.08 -1.40 3.48  C1 1.116
6 H -3.11 1.06 3.52  C2 1.124
7 H -3.49 -0.17 4.76  C2 1.089
8 H -4.60 -0.01 3.53  C2 1.072
9 C 1.22 -1.83 0.52  C10 1.569, C11 1.512, H18 1.101, H19 1.124
10 C -0.10 -2.61 0.21  C9 1.569, H20 1.096, H26 1.111, H27 1.164
11 C 1.33 -0.57 -0.32  C9 1.512, C12 1.339, C13 1.402
12 C 1.11 -0.74 -1.63  C11 1.339, C14 1.429, H21 1.082
13 C 1.35 0.69 0.29  C11 1.402, C15 1.372, H22 1.121
14 C 0.76 0.39 -2.44  C12 1.429, C16 1.373, H23 1.100
15 C 1.18 1.81 -0.48  C13 1.372, C16 1.418, H24 1.100
16 C 0.83 1.62 -1.84  C14 1.373, C15 1.418, O17 1.390
17 O 0.43 2.75 -2.55  C16 1.390, H25 1.020
18 H 1.32 -1.70 1.60  C9 1.101
19 H 2.14 -2.46 0.41  C9 1.124
20 H -1.00 -1.99 0.13  C10 1.096
21 H 1.05 -1.73 -2.05  C12 1.082
22 H 1.34 0.74 1.41  C13 1.121
23 H 0.35 0.30 -3.46  C14 1.100
24 H 1.19 2.72 0.15  C15 1.100
25 H 0.93 3.52 -2.12  O17 1.020
26 H -0.09 -3.31 1.08  C10 1.111
27 H 0.07 -3.22 -0.76  C10 1.164

## Properties
frontier orbital gap = 9.3 eV
E_HOMO = -8.42 eV
energy above the lowest of the compared OMol25 structures with the same formula, charge and spin = 52.7 kcal/mol
SMILES string = CCc1ccc(O)cc1.CC
total charge = 0

Here is a 2-piece molecular cluster, C10H16O overall from the Open Molecules 2025 dataset. Energies are from ωB97M-V/def2-TZVPD.

Each atom is followed by the atoms it is bonded to, with distances in Å.
Element x y z (Å)
1 C -2.75 1.01 1.11  C5 1.499, H13 1.087, H14 1.097, H16 1.091
2 C -1.45 -0.81 -1.98  C3 1.386, C4 1.394, H9 1.079
3 C -2.23 -0.42 -0.89  C2 1.386, C5 1.386, H10 1.086
4 C -0.43 0.07 -2.32  C2 1.394, C6 1.373, O8 1.392
5 C -2.01 0.73 -0.16  C1 1.499, C3 1.386, C7 1.389
6 C -0.20 1.25 -1.67  C4 1.373, C7 1.397, H12 1.080
7 C -0.96 1.56 -0.54  C5 1.389, C6 1.397, H15 1.083
8 O 0.46 -0.31 -3.33  C4 1.392, H11 0.972
9 H -1.56 -1.75 -2.49  C2 1.079
10 H -3.07 -1.05 -0.64  C3 1.086
11 H 0.01 -0.36 -4.19  O8 0.972
12 H 0.51 1.95 -2.09  C6 1.080
13 H -2.84 2.07 1.34  C1 1.087
14 H -2.27 0.55 1.98  C1 1.097
15 H -0.75 2.51 -0.06  C7 1.083
16 H -3.73 0.54 1.13  C1 1.091
17 C 1.67 -1.00 1.57  C18 1.517, C19 1.551, H20 1.084, H21 1.085
18 C 1.81 -0.70 0.09  C17 1.517, H22 1.089, H23 1.082, H26 1.097
19 C 2.82 -0.37 2.40  C17 1.551, H24 1.096, H25 1.083, H27 1.091
20 H 0.75 -0.62 2.01  C17 1.084
21 H 1.75 -2.06 1.76  C17 1.085
22 H 2.64 -1.23 -0.37  C18 1.089
23 H 1.66 0.32 -0.22  C18 1.082
24 H 2.63 -0.65 3.44  C19 1.096
25 H 3.78 -0.73 2.06  C19 1.083
26 H 0.97 -1.22 -0.38  C18 1.097
27 H 2.79 0.73 2.44  C19 1.091

## Properties
frontier orbital gap = 9.6 eV
E_HOMO = -8.75 eV
energy above the lowest of the compared OMol25 structures with the same formula, charge and spin = 26.4 kcal/mol
SMILES string = Cc1ccc(O)cc1.CCC
total charge = 0

> Which of these has the highest energy above the lowest of the compared OMol25 structures with the same formula, charge and spin?

number 1

> Among the records above, which one has the lowest energy above the lowest of the compared OMol25 structures with the same formula, charge and spin?

number 3

What did the first record say?
Here is a 2-piece molecular cluster, C10H16O overall from the Open Molecules 2025 dataset. Energies are from ωB97M-V/def2-TZVPD.

Each atom is followed by the atoms it is bonded to, with distances in Å.
Element x y z (Å)
1 C -1.15 1.66 1.87  C2 1.540, C3 1.485, H10 1.118, H11 1.031
2 C -1.11 3.16 1.50  C1 1.540, H12 1.165, H18 1.070, H19 1.088
3 C 0.18 1.19 1.40  C1 1.485, C4 1.487, C5 1.360
4 C 1.26 1.05 2.41  C3 1.487, C6 1.369, H13 1.135
5 C 0.30 0.62 0.18  C3 1.360, C7 1.446, H14 1.104
6 C 2.40 0.38 2.04  C4 1.369, C8 1.412, H15 1.116
7 C 1.55 0.00 -0.20  C5 1.446, C8 1.337, H16 1.113
8 C 2.53 -0.06 0.71  C6 1.412, C7 1.337, O9 1.341
9 O 3.82 -0.44 0.64  C8 1.341, H17 0.982
10 H -1.23 1.55 2.98  C1 1.118
11 H -2.02 1.14 1.68  C1 1.031
12 H -1.06 3.22 0.34  C2 1.165
13 H 1.24 1.30 3.51  C4 1.135
14 H -0.43 0.44 -0.64  C5 1.104
15 H 3.13 -0.04 2.78  C6 1.116
16 H 1.40 -0.34 -1.25  C7 1.113
17 H 4.16 -0.83 -0.19  O9 0.982
18 H -0.31 3.77 1.86  C2 1.070
19 H -1.95 3.80 1.76  C2 1.088
20 C -1.84 -2.27 -3.49  C21 1.531, H22 1.079, H23 1.160, H24 1.099
21 C -1.31 -3.16 -2.37  C20 1.531, H25 1.083, H26 1.206, H27 1.099
22 H -1.78 -2.64 -4.50  C20 1.079
23 H -2.95 -1.98 -3.26  C20 1.160
24 H -1.29 -1.32 -3.53  C20 1.099
25 H -0.23 -3.14 -2.41  C21 1.083
26 H -1.65 -4.32 -2.39  C21 1.206
27 H -1.67 -2.75 -1.42  C21 1.099

## Properties
frontier orbital gap = 9.0 eV
E_HOMO = -8.23 eV
energy above the lowest of the compared OMol25 structures with the same formula, charge and spin = 68.4 kcal/mol
SMILES string = CCc1ccc(O)cc1.CC
total charge = 0